# 1
Here is a molecular structure, C9H26BrN2O2 from the Open Molecules 2025 dataset. Energies are from the ωB97M-V functional and the def2-TZVPD basis.

```
40
Properties=species:S:1:pos:R:3:forces:R:3:mulliken_charge:R:1
Br -0.88892 -0.02613 -0.20716 -5.376 3.637 -3.369 -0.461
C -2.61534 -1.08602 2.60847 -0.175 0.615 1.398 -1.408
C -3.03976 0.40503 2.57484 -0.400 -0.780 -2.107 0.315
C -2.20403 1.27487 3.50165 0.229 0.934 0.004 -0.638
O -2.38649 2.64372 3.11698 0.187 -0.325 0.543 -0.383
C -2.07531 3.66505 4.11865 -0.667 -0.995 -1.278 -0.748
N -2.89715 0.92008 1.09864 -3.219 2.481 3.346 -0.309
H -3.70067 0.90121 0.48701 -0.741 -0.814 0.311 0.379
H -2.73304 1.91589 1.13768 0.461 0.622 0.417 0.437
H -2.12435 0.51585 0.58925 -0.077 -0.240 0.209 -0.260
H -1.55322 -1.23316 2.41262 -0.225 0.069 -0.736 0.366
H -3.29455 -1.77072 2.10056 0.303 0.250 -0.413 0.342
H -2.66061 -1.39335 3.65327 -0.329 0.043 0.272 0.403
H -4.12037 0.52838 2.64662 0.120 -0.124 1.091 0.337
H -1.15586 0.97644 3.48246 0.387 0.094 -0.740 0.353
H -2.38954 1.11474 4.56375 -0.976 -0.054 0.053 0.433
H -2.82066 3.60249 4.91152 0.248 -0.010 0.246 0.313
H -2.23855 4.58453 3.55650 0.323 0.079 0.329 0.249
H -1.04789 3.54636 4.46275 -0.082 0.176 0.120 0.316
C 1.21334 -0.39120 -3.49890 0.060 -0.592 1.061 -0.778
N 2.40917 -1.19171 -2.86613 -0.640 -0.088 -1.526 0.102
C 1.85194 -2.63765 -2.70340 -0.300 1.218 0.882 -0.691
C 3.45846 -1.22720 -3.93859 0.397 -0.387 0.184 -1.050
C 3.07869 -0.53058 -1.62841 -0.265 0.366 0.304 -0.604
C 2.09693 -0.08550 -0.56001 -2.082 -1.370 0.293 -0.731
O 1.17476 -1.12751 -0.20054 7.497 -2.961 -0.903 -0.719
H 0.36250 -0.43088 -2.81876 0.389 0.607 0.530 0.226
H 0.78337 -0.92388 -4.34712 0.876 -0.268 -0.268 0.401
H 1.51379 0.61325 -3.79709 0.091 -0.141 0.301 0.374
H 1.90262 -3.16331 -3.65693 -0.127 0.359 0.004 0.336
H 0.84845 -2.41510 -2.34066 -0.008 -0.737 -0.171 0.356
H 2.33753 -3.22884 -1.92700 0.383 0.471 -0.069 0.299
H 3.91171 -0.24077 -4.03664 0.249 -0.249 0.263 0.424
H 3.09506 -1.48756 -4.93270 -0.591 -0.110 0.307 0.380
H 4.12525 -2.03159 -3.62803 0.536 0.456 -0.150 0.447
H 3.60701 0.35125 -1.99084 -0.248 0.111 -0.321 0.331
H 3.88774 -1.12289 -1.20096 -0.380 -0.856 -0.444 0.435
H 1.49405 0.71468 -0.98937 0.046 0.466 0.095 0.445
H 2.50891 0.24260 0.39430 0.902 0.346 -0.485 0.392
H 0.28494 -0.77100 -0.14833 3.223 -2.301 0.415 0.587
```
Forces are in eV/Å.

The total charge is +1. For the energy relative to the best compared isomer or geometry (same formula, charge and spin), the calculation gives 356.9 kJ/mol. The HOMO energy is -11.050 eV. The HOMO-LUMO gap comes out at 9.099 eV.

# 2
Here is 2 unconnected molecules or ions with the total composition C5H15NO2 from the Open Molecules 2025 dataset. Energies are from the ωB97M-V functional and the def2-TZVPD basis.

```
23
Properties=species:S:1:pos:R:3:forces:R:3:mulliken_charge:R:1
C 1.04130 0.93434 -1.77595 1.356 0.365 0.751 -2.497
N 0.60199 0.67704 -0.42109 -1.582 0.221 -0.233 0.924
C -0.39148 -2.79155 0.73690 -0.398 0.223 0.286 -1.055
C 0.26707 -1.41490 0.78722 0.197 -0.007 -1.641 -1.222
C -0.31454 -0.44089 -0.28601 0.203 -0.389 1.293 0.197
C -1.75006 -0.03133 0.13476 0.142 -0.309 -0.542 -1.040
O -2.73206 -0.88127 -0.47978 -0.256 -0.005 0.067 -0.367
H 1.49505 1.93572 -1.82087 -0.117 -0.099 -0.040 1.183
H 0.20546 0.91740 -2.46915 -0.050 -0.209 -0.107 0.230
H 1.86184 0.23885 -2.04783 -0.491 0.021 -0.482 0.318
H 1.32538 0.67670 0.28364 0.326 -0.026 -0.239 -0.042
H -0.06693 -3.26565 -0.18494 -0.093 -0.155 -0.187 0.298
H -0.11439 -3.46255 1.55011 0.136 0.126 0.154 0.384
H -1.48356 -2.72916 0.71186 0.089 -0.016 0.029 0.286
H 0.27100 -0.87998 1.73720 -0.047 -0.306 0.144 0.483
H 1.29340 -1.55990 0.43732 0.207 0.086 0.545 0.386
H -0.41929 -0.95832 -1.24724 0.097 -0.085 0.064 0.329
H -1.88921 1.02411 -0.12475 -0.163 -0.123 0.209 0.487
H -1.92842 -0.22671 1.19417 0.294 0.474 0.083 0.139
H -2.96231 -0.54167 -1.34350 0.103 0.138 -0.231 0.263
H 2.22585 2.61341 1.04228 -0.106 0.008 0.247 0.481
H 3.22505 3.61981 0.60197 0.080 0.142 0.059 0.622
O 2.61535 3.45474 1.34101 0.074 -0.075 -0.231 -1.788
```
Forces are in eV/Å.

The total charge is -1. For the energy relative to the best compared isomer or geometry (same formula, charge and spin), the calculation gives 98.9 kJ/mol. The HOMO energy (spin up / spin down) is 1.001 / -4.997 eV. As for the expectation value of S²: 0.75. The HOMO-LUMO gap (spin up / spin down) comes out at 2.309 / 8.229 eV. As for the multiplicity: 2.